1.
{"formula": "C36H47FeN3O10P4S", "method": "the ωB97M-V functional and the def2-TZVPD basis", "multiplicity": 5, "s2": 6.076, "total_charge": 0, "homo_energy_ev": [-7.47, -6.37], "lumo_ev": [0.1531, -0.2981], "species": ["Fe", "C", "N", "C", "C", "O", "C", "O", "C", "C", "O", "N", "C", "C", "H", "H", "H", "H", "H", "H", "H", "H", "H", "H", "H", "H", "H", "H", "H", "H", "O", "P", "O", "O", "O", "P", "O", "O", "O", "H", "H", "C", "S", "C", "C", "C", "N", "P", "C", "C", "C", "C", "C", "C", "C", "C", "C", "C", "C", "C", "P", "C", "C", "C", "C", "C", "C", "C", "C", "C", "C", "C", "C", "H", "H", "H", "H", "H", "H", "H", "H", "H", "H", "H", "H", "H", "H", "H", "H", "H", "H", "H", "H", "H", "H", "H", "H", "H", "H", "H", "H", "H"], "xyz": [[-1.377630, -0.381479, -0.243353], [-2.049459, 3.153595, -2.305445], [-1.993309, 3.337553, -0.865012], [-3.108930, 4.060886, -0.273947], [-1.257986, 2.496044, -0.139590], [-0.443867, 1.703646, -0.638955], [-1.400586, 2.517939, 1.380341], [-0.841625, 1.320559, 1.840467], [0.187360, 1.313224, 2.817600], [1.528624, 1.099291, 2.150750], [1.425037, 0.324421, 0.959167], [2.459887, 2.105362, 2.000067], [2.903027, 2.734189, 3.237798], [3.542706, 1.903519, 1.048471], [-2.130260, 4.125430, -2.791695], [-2.921674, 2.545488, -2.561844], [-1.147269, 2.650788, -2.638922], [-3.389946, 4.866861, -0.949111], [-2.825483, 4.513287, 0.673901], [-3.961198, 3.392390, -0.126555], [-2.452573, 2.542127, 1.668090], [-0.891852, 3.401664, 1.784051], [-0.064990, 0.516209, 3.517830], [0.218450, 2.266962, 3.350634], [2.065783, 2.916409, 3.906238], [3.366786, 3.689855, 3.001463], [3.629481, 2.098345, 3.756949], [3.139435, 1.682794, 0.061793], [4.209467, 1.090540, 1.362733], [4.112844, 2.828627, 0.994830], [-2.784544, -2.854730, 2.482254], [-2.050570, -1.430202, 2.524155], [-1.733944, -1.040621, 3.904573], [-0.918673, -1.445369, 1.496814], [-3.198867, -0.434193, 1.918344], [-4.024130, -0.304112, 0.545951], [-3.732375, -1.806665, -0.055676], [-5.458907, -0.077694, 0.736137], [-3.202259, 0.659686, -0.312855], [-3.161515, -3.005379, 1.598250], [-4.497887, -2.114839, -0.562773], [-0.047891, -3.662505, -6.948102], [1.098683, -2.394863, -7.517350], [1.538624, -1.663063, -5.925796], [0.397097, -0.915733, -5.256889], [0.778117, -0.199949, -3.964675], [1.074646, -1.077261, -2.803008], [2.272762, -0.239445, -1.829613], [3.811028, -0.645717, -2.732339], [4.819636, 0.313293, -2.703569], [6.035883, 0.084851, -3.333787], [6.245700, -1.101803, -4.018223], [5.240346, -2.059801, -4.069263], [4.034448, -1.832262, -3.426825], [2.485399, -1.362601, -0.373983], [2.037228, -0.982378, 0.875447], [2.093532, -1.743309, 2.021081], [2.705622, -2.981617, 1.924734], [3.224469, -3.409998, 0.706976], [3.110274, -2.615934, -0.418120], [-0.299007, -1.621366, -1.839143], [0.179544, -3.349743, -1.523361], [-0.180035, -3.920148, -0.307415], [0.152957, -5.242906, -0.035530], [0.843362, -5.996068, -0.971711], [1.202804, -5.429363, -2.190173], [0.873600, -4.112628, -2.462761], [-1.673163, -1.818666, -3.030127], [-2.034220, -3.041747, -3.592436], [-3.132085, -3.128790, -4.437317], [-3.884542, -1.998442, -4.724293], [-3.552224, -0.782813, -4.142563], [-2.462746, -0.698668, -3.289696], [-0.326678, -4.263768, -7.811916], [-0.954306, -3.237970, -6.519020], [0.428367, -4.315141, -6.214328], [2.385986, -0.999989, -6.115492], [1.906236, -2.462236, -5.281950], [-0.420124, -1.607671, -5.070361], [0.004882, -0.168525, -5.953088], [0.004327, 0.532570, -3.706757], [1.682826, 0.388201, -4.160714], [4.645842, 1.255405, -2.194531], [6.811895, 0.838665, -3.301876], [7.188422, -1.279991, -4.519347], [5.398481, -2.984053, -4.610611], [3.253087, -2.578846, -3.461673], [0.517790, 0.374122, 0.468411], [1.637159, -1.401468, 2.937819], [2.760013, -3.614505, 2.800355], [3.702988, -4.377289, 0.630439], [3.504904, -2.974434, -1.357218], [-0.676549, -3.313189, 0.438828], [-0.123870, -5.675848, 0.917488], [1.104615, -7.024552, -0.756181], [1.739937, -6.017657, -2.924390], [1.153720, -3.663462, -3.408648], [-1.459323, -3.932838, -3.378026], [-3.401046, -4.084649, -4.868963], [-4.740251, -2.068044, -5.383493], [-4.153142, 0.096811, -4.334387], [-2.238512, 0.241588, -2.798755]], "atomic_forces_ev_per_a": [[0.611, -0.168, -0.290], [-0.026, 0.009, -0.015], [0.013, 0.000, -0.004], [-0.013, 0.033, 0.006], [0.053, 0.009, 0.132], [0.042, 0.084, -0.182], [0.113, -0.037, -0.062], [-0.090, -0.132, 0.194], [0.201, 0.206, -0.204], [-0.182, -0.052, 0.164], [-0.066, -0.274, -0.009], [-0.015, 0.193, 0.026], [-0.016, -0.021, -0.004], [-0.013, 0.021, -0.037], [0.003, -0.012, -0.002], [0.008, 0.002, -0.007], [0.010, 0.007, -0.004], [-0.020, -0.015, -0.002], [-0.007, -0.015, -0.004], [-0.016, 0.019, 0.004], [0.007, -0.002, -0.007], [0.004, -0.006, -0.005], [-0.048, -0.074, -0.050], [-0.055, -0.077, 0.060], [0.012, -0.019, -0.002], [0.014, 0.001, -0.005], [-0.004, 0.031, 0.020], [0.039, 0.013, 0.023], [0.018, 0.012, -0.022], [0.034, -0.011, -0.015], [-0.036, -0.067, -0.142], [0.028, 0.036, -0.088], [0.089, 0.016, -0.002], [-0.333, 0.128, -0.058], [-0.265, -0.012, 0.253], [0.088, 0.284, 0.044], [-0.189, -0.157, -0.136], [-0.002, 0.039, -0.029], [0.003, -0.371, 0.209], [0.077, 0.057, 0.180], [0.160, 0.096, 0.088], [-0.063, -0.082, 0.030], [0.006, 0.021, -0.030], [0.076, -0.005, 0.127], [-0.057, -0.037, -0.028], [0.041, 0.076, 0.016], [-0.041, -0.144, -0.049], [0.004, 0.057, 0.052], [0.022, -0.030, -0.037], [0.007, 0.042, -0.011], [-0.003, 0.001, 0.007], [0.016, -0.011, -0.022], [0.013, 0.001, 0.008], [-0.016, 0.003, -0.079], [0.089, -0.288, -0.023], [-0.244, 0.290, 0.065], [0.066, -0.126, -0.096], [-0.001, 0.016, -0.002], [-0.030, 0.034, 0.080], [-0.036, 0.038, -0.071], [0.090, 0.239, 0.180], [0.071, 0.001, -0.051], [0.066, -0.015, 0.000], [-0.011, 0.009, 0.000], [-0.013, -0.010, 0.019], [0.041, -0.019, -0.023], [0.021, 0.029, 0.027], [-0.023, -0.070, 0.027], [-0.037, -0.018, -0.080], [0.012, 0.005, 0.020], [-0.023, 0.016, -0.007], [0.012, -0.004, 0.004], [-0.022, 0.024, -0.026], [0.027, 0.020, -0.021], [0.014, 0.027, -0.007], [0.019, 0.017, 0.000], [-0.017, 0.008, -0.052], [0.036, -0.026, 0.054], [-0.038, 0.009, 0.000], [0.055, 0.036, 0.016], [-0.056, -0.015, 0.014], [-0.017, 0.011, -0.018], [-0.002, -0.008, 0.012], [0.000, 0.001, 0.000], [-0.002, 0.005, -0.002], [-0.001, 0.001, 0.003], [-0.071, -0.016, -0.050], [-0.126, 0.050, -0.041], [-0.009, 0.046, 0.013], [0.005, -0.013, -0.013], [-0.006, -0.004, 0.008], [-0.003, -0.010, 0.043], [-0.057, 0.031, 0.031], [0.003, -0.005, 0.000], [-0.001, -0.001, -0.001], [-0.002, 0.004, -0.001], [0.007, 0.011, -0.015], [-0.020, 0.019, 0.005], [-0.005, -0.001, -0.002], [0.000, -0.004, -0.003], [-0.010, -0.004, -0.004], [0.012, -0.013, -0.010]]}

2.
{"formula": "C32H39AsClN3O5RuSSi", "method": "the ωB97M-V functional and the def2-TZVPD basis", "total_charge": 0, "homo_energy_ev": -7.82, "lumo_ev": -0.5876, "species": ["Ru", "C", "C", "C", "C", "C", "C", "N", "N", "C", "C", "C", "C", "C", "C", "H", "H", "H", "H", "H", "H", "H", "H", "H", "C", "Si", "C", "C", "C", "C", "H", "H", "H", "H", "H", "H", "H", "H", "H", "O", "C", "N", "S", "O", "O", "C", "C", "C", "C", "C", "C", "H", "H", "H", "H", "Cl", "C", "C", "O", "O", "H", "H", "C", "C", "As", "C", "C", "C", "C", "H", "H", "H", "H", "H", "H", "H", "H", "H", "H", "H", "H", "H", "H", "H"], "xyz": [[-0.006349, -0.282603, -0.577605], [4.713888, 2.482123, -2.634613], [3.485523, 2.249688, -3.237527], [2.586113, 1.354093, -2.679659], [2.929957, 0.674854, -1.523027], [4.162520, 0.886510, -0.924552], [5.048893, 1.799788, -1.473193], [2.048398, -0.355751, -1.026930], [2.666139, -1.442635, -0.923088], [1.853341, -2.519506, -0.615651], [2.488578, -3.743252, -0.392630], [1.708519, -4.865691, -0.228802], [0.316414, -4.727811, -0.332176], [-0.288658, -3.490186, -0.504914], [0.457201, -2.308887, -0.591926], [5.407745, 3.187534, -3.071436], [3.228193, 2.766905, -4.152308], [1.628838, 1.155881, -3.144611], [4.433934, 0.319418, -0.044262], [6.005328, 1.970168, -0.996989], [3.570691, -3.775577, -0.379726], [2.151972, -5.836161, -0.051887], [-0.311467, -5.608043, -0.259928], [-1.367148, -3.487765, -0.560244], [2.225009, 4.012193, -0.382003], [0.588951, 3.655296, -1.200888], [0.529039, 4.135557, -3.004439], [-0.708688, 4.668510, -0.309117], [0.014190, 1.894781, -1.018885], [-1.108682, 1.486420, -0.654419], [2.633756, 4.943016, -0.783114], [2.972458, 3.232638, -0.516518], [2.070513, 4.157093, 0.689608], [0.917679, 5.147934, -3.138699], [-0.511188, 4.128377, -3.336537], [1.089875, 3.467219, -3.653741], [-0.452108, 5.730607, -0.347926], [-0.780840, 4.385065, 0.743832], [-1.695786, 4.542682, -0.757511], [-2.781983, -2.065351, 1.389191], [-2.818665, -1.852558, 0.195405], [-2.043460, -0.971162, -0.509248], [-2.436416, -0.922861, -2.108064], [-1.192295, -1.120714, -2.820371], [-3.218190, 0.221096, -2.483608], [-3.535806, -2.296964, -2.063103], [-4.226800, -2.915709, -3.084213], [-5.121584, -3.916561, -2.725043], [-5.319177, -4.255801, -1.387887], [-4.622576, -3.607213, -0.375624], [-3.724657, -2.619280, -0.734447], [-4.077325, -2.634643, -4.117652], [-5.675324, -4.437294, -3.494908], [-6.024368, -5.037107, -1.137357], [-4.754725, -3.859930, 0.667791], [-4.910877, 3.259013, 0.811280], [-4.375501, 1.557856, 0.828527], [-2.870739, 1.505439, 0.851779], [-2.195613, 1.260385, 1.807266], [-2.382415, 1.806921, -0.375677], [-4.747946, 1.079580, -0.074523], [-4.761439, 1.085771, 1.725506], [-0.193583, -2.570632, 3.088311], [-0.462716, -1.070026, 3.081040], [0.591779, -0.165240, 1.726068], [0.785465, 1.696230, 2.306045], [0.377760, 2.004745, 3.740367], [2.365950, -0.860286, 2.158876], [2.796180, -0.582330, 3.595705], [-0.903258, -3.069728, 3.749089], [0.812822, -2.813548, 3.433419], [-0.332328, -2.992448, 2.092533], [-0.216708, -0.594990, 4.031601], [-1.504191, -0.878726, 2.853507], [0.177866, 2.277074, 1.617465], [1.829913, 1.955906, 2.111122], [-0.679102, 1.787437, 3.892904], [0.531605, 3.065941, 3.945863], [0.952938, 1.440068, 4.474341], [3.071056, -0.408060, 1.464713], [2.356285, -1.930001, 1.954996], [2.931736, 0.484690, 3.774307], [3.750408, -1.071937, 3.797339], [2.075240, -0.957518, 4.323446]], "atomic_forces_ev_per_a": [[0.019, -0.949, -0.649], [-0.026, -0.033, 0.032], [0.053, 0.008, 0.008], [-0.089, -0.047, -0.026], [0.003, 0.017, -0.042], [0.037, -0.065, 0.115], [-0.016, 0.033, -0.043], [0.118, 0.197, -0.096], [-0.044, 0.023, 0.050], [-0.134, 0.060, 0.128], [-0.124, -0.075, -0.236], [-0.287, 0.010, 0.020], [0.266, 0.026, -0.010], [0.030, -0.114, 0.013], [0.361, 0.210, 0.457], [0.010, 0.008, -0.002], [-0.001, -0.002, -0.005], [0.009, 0.004, 0.000], [-0.002, 0.005, -0.006], [0.005, -0.002, 0.002], [-0.002, -0.040, -0.032], [0.005, 0.005, -0.009], [0.014, -0.013, 0.008], [0.045, 0.045, 0.045], [0.086, -0.002, 0.025], [-0.069, -0.070, 0.018], [0.001, 0.019, -0.051], [-0.016, 0.051, 0.006], [0.583, 0.239, -0.075], [-0.499, 0.177, 0.599], [0.010, 0.013, 0.014], [-0.004, 0.004, -0.030], [0.008, -0.017, 0.016], [-0.002, 0.012, -0.011], [-0.007, -0.003, -0.009], [-0.004, 0.015, -0.004], [-0.012, 0.008, -0.003], [0.002, -0.005, 0.011], [-0.011, -0.004, -0.001], [0.023, 0.088, 0.086], [0.000, -0.003, -0.194], [-0.159, 0.080, -0.070], [-0.170, -0.006, 0.207], [0.119, 0.081, -0.050], [-0.003, 0.000, -0.020], [0.045, -0.043, 0.021], [-0.017, 0.001, -0.027], [0.001, 0.006, 0.019], [0.019, 0.025, 0.003], [-0.020, -0.022, -0.030], [0.010, -0.024, 0.015], [0.002, -0.008, -0.005], [0.001, -0.003, -0.001], [-0.005, -0.006, -0.005], [-0.007, -0.002, 0.007], [0.005, -0.001, 0.001], [-0.019, -0.008, 0.019], [-0.057, -0.006, -0.074], [0.027, -0.043, -0.004], [-0.061, -0.076, -0.080], [0.003, 0.006, 0.016], [0.009, 0.002, -0.013], [-0.063, 0.005, 0.022], [0.021, -0.025, -0.052], [-0.055, 0.247, -0.123], [-0.029, 0.021, -0.031], [0.002, 0.015, -0.005], [0.023, -0.006, 0.046], [0.025, -0.022, -0.022], [0.003, 0.001, 0.022], [-0.001, 0.005, -0.011], [0.028, -0.012, 0.045], [-0.012, -0.075, 0.031], [-0.056, 0.065, -0.012], [0.023, -0.006, 0.008], [0.012, -0.006, 0.028], [0.004, -0.001, 0.004], [-0.003, 0.003, 0.022], [-0.001, -0.002, -0.001], [0.011, 0.007, -0.022], [0.000, -0.005, -0.021], [-0.010, 0.000, 0.009], [0.007, 0.011, 0.026], [0.005, -0.005, -0.012]]}